1.
9
Properties=species:S:1:pos:R:3:lowdin_charge:R:1 method="wB97M-V/def2-TZVPD" orbital_gap_ha=0.3121 e_above_lowest_kj_mol=179.87 smiles="[NH3+][S-].N=C=S"
N 1.46 -0.72 0.06 -0.24
S 1.68 1.13 0.23 0.28
H 0.97 -1.13 0.83 0.08
H 0.66 -0.81 -0.55 0.06
H 2.35 -1.03 -0.19 0.05
N -1.27 1.12 -0.37 0.07
C -2.14 0.42 0.07 -0.89
S -3.24 -0.71 0.13 0.62
H -0.46 1.73 -0.21 -0.04

=====

2.
19
Properties=species:S:1:pos:R:3:lowdin_charge:R:1 method="wB97M-V/def2-TZVPD" total_charge=+1 orbital_gap_ha=0.2822 e_above_lowest_kj_mol=208.10
C -1.99 -0.80 1.51 0.02
C 0.29 -0.43 2.22 0.18
N -0.56 -0.51 1.28 0.01
H -2.22 -1.66 0.87 0.11
H -2.59 0.06 1.25 0.11
H -2.11 -1.13 2.54 0.10
H -0.08 -0.56 3.23 0.13
H 1.33 -0.19 2.00 0.12
H -0.29 -0.46 0.29 0.10
C 1.53 -1.14 -1.13 0.01
C 0.98 -0.08 -1.74 -0.19
C 0.61 1.22 -1.18 -0.21
C 0.13 2.23 -1.92 0.05
H 1.78 -1.20 -0.08 0.04
H 1.72 -2.00 -1.76 0.07
H 0.77 -0.16 -2.80 0.11
H 0.69 1.44 -0.12 0.09
H 0.00 3.22 -1.49 0.07
H -0.01 2.14 -2.99 0.08

=====

3.
15
Properties=species:S:1:pos:R:3:lowdin_charge:R:1 method="wB97M-V/def2-TZVPD" total_charge=+1 orbital_gap_ha=0.2605 e_above_lowest_kj_mol=188.38
C -2.45 1.27 0.12 0.17
C -1.38 0.85 0.84 -0.12
C -0.89 -1.61 -0.14 -0.41
C -0.80 -0.41 0.67 -0.53
N 3.22 0.40 -0.21 0.00
O -0.55 -1.71 -1.41 0.08
S 0.53 -1.26 1.19 1.15
H -2.86 2.25 0.26 0.09
H -2.93 0.64 -0.61 0.10
H -0.93 1.50 1.57 0.13
H -1.51 -2.45 0.17 0.15
H 3.43 1.14 -0.88 0.01
H 3.52 0.71 0.70 0.01
H 3.76 -0.42 -0.47 0.01
H -0.15 -0.92 -1.80 0.15